1.
Here is a structure of composition C15H33AgF6N3O8S2 from the Open Molecules 2025 dataset. Energies are from ωB97M-V with the def2-TZVPD basis set.

Each line ends with the Löwdin charge.
CARTESIAN COORDINATES (ANGSTROEM)
Ag 0.26 1.04 -0.55  0.7160
S 0.97 4.23 0.72  0.5859
S 1.24 4.13 -1.89  0.6545
F 3.13 4.28 2.34  0.1212
F -0.82 4.14 -3.57  0.1367
F -1.30 5.04 -1.66  0.1367
F -0.04 6.11 -3.15  0.1569
F 3.57 3.37 0.35  0.1208
F 3.39 5.46 0.61  0.1289
O 1.67 0.77 1.36  -0.0762
O 0.35 3.62 1.88  -0.3159
O -0.05 -1.29 -0.27  -0.0944
O 2.20 5.24 -1.77  -0.2989
O 2.03 0.36 -1.98  -0.0860
O 0.49 5.59 0.52  -0.2927
O 1.59 3.19 -2.91  -0.3239
O -1.91 1.29 0.44  -0.2799
N 0.80 3.24 -0.53  -0.3592
N 0.12 -2.53 0.36  -0.0277
N -1.19 0.92 -2.38  0.0190
C -2.28 1.54 1.77  -0.1102
C -2.90 0.90 -0.55  -0.1307
C 1.30 -4.73 0.65  -0.1205
C -0.39 4.94 -2.62  -0.6622
C 0.81 -4.77 2.10  -0.1612
C -3.48 1.49 -3.04  -0.0503
C -0.05 -1.83 2.79  -0.0187
C 2.62 -2.52 0.62  -0.0044
C -0.62 -4.12 2.19  -0.1273
C -2.43 1.52 -1.92  -0.4146
C -2.11 -2.34 1.47  -0.0302
C -0.58 -2.65 1.62  -0.4742
C 1.37 -3.26 0.07  -0.4668
C 1.51 -3.48 -1.41  -0.0467
C 2.89 4.31 1.02  -0.6389
H 1.72 -0.17 -2.71  0.0407
H -2.63 -3.00 0.78  0.0857
H -1.43 -0.07 -2.46  0.0827
H 2.26 0.01 1.46  0.0235
H 2.96 0.51 -2.17  0.0620
H 2.57 -1.49 0.26  0.0637
H -2.83 0.72 2.23  0.0796
H -2.28 -1.29 1.22  0.0480
H -2.75 -2.58 2.32  0.0894
H 2.78 -2.56 1.69  0.0823
H 0.85 -4.18 -1.93  0.0908
H -4.47 1.63 -2.61  0.0771
H 2.31 -5.14 0.60  0.1185
H -1.10 1.12 -3.37  0.0942
H -0.17 -0.77 2.55  0.0715
H 1.00 -2.10 2.90  0.0731
H 2.47 -3.97 -1.60  0.0903
H -0.68 -1.94 3.66  0.0973
H 0.79 -5.44 0.00  0.1160
H -1.33 -4.75 1.64  0.1125
H -2.24 2.56 -1.65  0.1211
H 3.46 -2.94 0.06  0.0909
H 0.67 -5.78 2.50  0.1072
H -1.03 -4.11 3.20  0.1133
H 1.48 -4.27 2.79  0.0986
H -2.90 2.43 1.86  0.0989
H -3.49 0.59 -3.65  0.0772
H 1.53 -2.55 -1.98  0.0705
H -3.04 -0.17 -0.76  0.1194
H -3.79 1.32 -0.10  0.1265
H -3.40 2.28 -3.79  0.0769
H 1.96 1.39 2.03  0.0531
H -1.39 1.56 2.38  0.0827

## Properties
HOMO level (alpha / beta) = -0.308 / -0.309 Ha
Spin multiplicity = 2
Kohn-Sham gap (alpha / beta) = 8.55 / 7.55 eV

***

2.
Here is the molecule C2H3BCl2O2 from the Open Molecules 2025 dataset. Energies are from ωB97M-V with the def2-TZVPD basis set.

Each line ends with the Löwdin charge.
CARTESIAN COORDINATES (ANGSTROEM)
Cl 4.35 -1.09 -0.01  0.5677
Cl 3.30 1.51 0.10  0.6276
O 0.19 1.46 -0.28  0.1736
O -0.87 -0.61 0.27  0.1783
C 2.85 -0.16 -0.06  -1.1251
C 1.67 -0.68 -0.19  -0.0722
B 0.24 0.15 0.04  -0.6209
H 1.81 -1.76 -0.22  0.0879
H -1.65 -0.30 -0.12  0.0757
H -0.37 2.21 -0.18  0.1073

## Properties
SMILES = OB(O)C=C(Cl)Cl
HOMO level = -0.360 Ha
Relative energy (zero: lowest compared OMol25 entry of this formula, charge and spin) = 8.9 kJ/mol
Kohn-Sham gap = 10.02 eV

***

3.
Here is the molecule CHN3O2 from the Open Molecules 2025 dataset. Energies are from ωB97M-V with the def2-TZVPD basis set.

Each line ends with the Löwdin charge.
CARTESIAN COORDINATES (ANGSTROEM)
O 1.82 0.61 0.72  0.1689
O -0.38 0.99 0.08  0.0283
N 0.15 -1.03 -0.06  0.0957
N -1.38 0.25 -0.54  0.0229
N -1.13 -1.00 -0.59  0.0665
C 0.77 0.26 0.31  -0.4475
H 0.43 -1.90 0.02  0.0652

## Properties
SMILES = O=c1[nH]nno1
HOMO level = -0.403 Ha
Relative energy (zero: lowest compared OMol25 entry of this formula, charge and spin) = 174.8 kJ/mol
Kohn-Sham gap = 11.48 eV

***

4.
Here is the molecule C14H16O from the Open Molecules 2025 dataset. Energies are from ωB97M-V with the def2-TZVPD basis set.

Each line ends with the Löwdin charge.
CARTESIAN COORDINATES (ANGSTROEM)
O -0.96 0.16 1.75  0.0038
C -2.90 -1.13 -0.76  -0.0635
C 0.84 0.46 0.39  -0.2295
C -1.53 1.00 -0.61  -0.1641
C -0.59 -1.47 -0.07  -0.3321
C 3.62 1.04 0.28  -0.0829
C 0.18 -2.29 0.90  -0.0341
C 1.61 0.70 1.50  -0.0198
C -1.95 -1.96 -0.29  -0.0559
C 1.48 0.60 -0.80  -0.0355
C -1.20 2.41 -0.75  -0.0573
C -0.55 -0.03 0.44  -0.3639
C 2.86 0.87 -0.90  -0.0205
C -2.65 0.36 -1.02  -0.0489
C 2.99 0.98 1.47  -0.0718
H -3.99 -1.36 -0.94  0.1070
H -3.35 1.00 -1.67  0.1229
H -0.50 -2.22 1.78  0.1023
H 4.67 1.05 0.15  0.0892
H 1.12 -1.70 1.22  0.1151
H 0.83 0.66 -1.59  0.0850
H 0.35 -3.29 0.65  0.0633
H -0.38 2.54 -1.53  0.1113
H -1.90 0.49 1.75  0.1443
H 3.49 0.91 2.40  0.0958
H -1.00 2.89 0.14  0.0672
H -2.31 -2.95 -0.09  0.1080
H 1.16 0.58 2.45  0.1038
H 0.05 -1.46 -0.89  0.1243
H 3.26 0.95 -1.84  0.0665
H -1.99 2.86 -1.32  0.0704

## Properties
SMILES = CC1=CC=C[C@H](C)[C@@]1(O)c1ccccc1
HOMO level = -0.315 Ha
Relative energy (zero: lowest compared OMol25 entry of this formula, charge and spin) = 289.4 kJ/mol
Kohn-Sham gap = 9.36 eV

***

5.
Here is a cluster of 2 separate species, C5H11N4O in total from the Open Molecules 2025 dataset. Energies are from ωB97M-V with the def2-TZVPD basis set.

Each line ends with the Löwdin charge.
CARTESIAN COORDINATES (ANGSTROEM)
O 2.96 -0.72 -1.00  -0.0075
N -1.40 -1.46 2.61  0.0521
N -1.37 2.07 -1.96  0.0383
N -0.30 -1.50 1.85  0.0239
N 0.76 0.41 -1.23  0.2709
C -1.50 0.17 1.15  -0.0212
C 2.20 -0.92 0.09  -0.2111
C -0.30 -0.49 0.91  -0.1251
C -2.14 -0.44 2.27  -0.1081
C 0.91 -0.15 -0.10  -0.0447
H 1.94 -1.97 0.21  0.1487
H -2.18 2.28 -1.42  0.0307
H 0.17 -2.36 2.03  0.1567
H -1.83 1.10 0.60  0.1059
H 2.58 -0.72 1.00  0.1079
H -1.78 1.94 -2.84  0.0295
H 3.73 -1.31 -1.15  0.1565
H -3.15 -0.27 2.56  0.1112
H -0.86 2.95 -2.19  0.0868
H 1.58 0.41 -1.79  0.1284
H 0.00 0.99 -1.60  0.0702

## Properties
HOMO level = -0.496 Ha
Net charge = +1
Relative energy (zero: lowest compared OMol25 entry of this formula, charge and spin) = 246.0 kJ/mol
Kohn-Sham gap = 9.19 eV

***

6.
Here is a structure of composition C16H24BrINO6SbSe4V from the Open Molecules 2025 dataset. Energies are from ωB97M-V with the def2-TZVPD basis set.

Each line ends with the Löwdin charge.
CARTESIAN COORDINATES (ANGSTROEM)
I 4.21 -0.21 1.74  0.9705
Sb 3.58 2.39 -1.13  -0.2859
Br 3.38 -3.25 3.39  0.7250
Se 2.35 3.38 0.71  0.0302
Se 2.63 0.19 -2.11  0.2943
Se 2.49 4.09 -2.52  0.0744
Se 5.87 1.78 -1.10  -0.1392
V 0.35 -0.16 -1.80  0.6442
O 0.82 -2.29 -1.76  -0.2740
O -1.82 -0.47 -0.68  -0.1867
O -0.29 1.39 -1.97  -0.3162
O -3.28 -0.06 -4.13  -0.0238
O 0.56 -0.86 0.34  -0.2335
O -1.60 2.25 0.20  -0.1417
N -0.15 -0.93 -3.22  -0.0818
C -1.81 -0.96 0.65  -0.1394
C -0.50 -0.53 1.27  -0.1156
C 0.70 -0.62 5.09  -0.0908
C 2.44 -1.66 3.80  -0.7534
C 1.98 0.68 3.52  -0.1623
C 0.58 -3.07 -0.60  -0.1257
C 2.72 -0.45 3.17  -0.7393
C 1.13 -2.17 0.50  -0.1550
C -2.85 0.48 -0.99  -0.1414
C 0.03 -2.33 -2.97  -0.2579
C -2.31 -0.11 -4.84  -0.1628
C -0.80 2.69 -2.09  -0.2102
C -2.87 1.71 -0.10  -0.1706
C 0.98 0.59 4.47  -0.0835
C -1.09 3.23 -0.69  -0.1790
C 1.43 -1.74 4.76  -0.1471
H 1.24 -2.69 5.24  0.0969
H 0.41 1.48 4.73  0.1101
H -3.82 -0.03 -0.91  0.1417
H -0.07 -0.69 5.85  0.1055
H -1.63 0.75 -4.98  0.0832
H -0.06 3.32 -2.58  0.0312
H -0.31 -1.02 2.23  0.1278
H 2.19 1.62 3.03  0.0305
H 1.13 -4.02 -0.66  0.1437
H 0.57 -2.85 -3.75  0.1345
H -2.70 0.71 -2.04  0.0866
H -1.90 -2.05 0.62  0.1273
H -2.65 -0.58 1.23  0.1364
H 2.21 -2.05 0.36  0.0809
H -3.32 1.48 0.87  0.1228
H 0.94 -2.55 1.50  0.1187
H -2.08 -1.01 -5.44  0.0812
H -0.93 -2.82 -2.78  0.1350
H -0.46 0.55 1.38  0.1336
H -1.78 4.08 -0.77  0.1349
H -0.16 3.57 -0.24  0.0238
H -1.70 2.64 -2.70  0.1278
H -0.49 -3.28 -0.49  0.1250
H -3.51 2.46 -0.59  0.1391

## Properties
HOMO level (alpha / beta) = -0.279 / -0.277 Ha
Spin multiplicity = 2
Relative energy (zero: lowest compared OMol25 entry of this formula, charge and spin) = 46.7 kJ/mol
Kohn-Sham gap (alpha / beta) = 6.39 / 6.05 eV